Below is a 2-piece molecular cluster, C7H11N3O3S2 overall in a non-equilibrium geometry, with properties calculated with ωB97M-V/def2-TZVPD.

Each line ends with the natural charge from an NBO analysis.
Geometry (Å):
S1 2.75 1.22 -1.16  1.470
S2 3.39 1.69 -2.85  -0.209
O1 1.52 -0.65 -0.02  -0.591
O2 0.33 2.81 -2.56  -0.580
O3 2.69 2.28 -0.20  -0.892
N1 0.94 0.98 -1.42  -0.638
N2 -1.30 1.41 -1.72  -0.599
N3 4.60 -0.37 0.11  -0.663
C1 0.06 1.85 -1.90  0.776
C2 -0.99 -1.65 0.41  -0.417
C3 -1.68 0.27 -1.09  0.111
C4 -1.15 -1.21 1.83  -0.387
C5 0.60 -0.10 -0.52  0.664
C6 -0.77 -0.48 -0.45  -0.216
C7 -2.59 -0.60 2.10  -0.630
H1 -1.10 -2.28 2.34  0.209
H2 3.98 -1.13 0.35  0.330
H3 -0.37 -0.52 1.93  0.212
H4 -1.92 2.08 -2.17  0.430
H5 -0.08 -2.34 0.45  0.243
H6 -3.38 -1.44 1.85  0.205
H7 -2.80 0.32 1.52  0.202
H8 -2.79 -0.42 3.24  0.224
H9 -2.68 0.18 -0.94  0.214
H10 -1.86 -2.13 -0.05  0.211
H11 4.60 0.23 0.93  0.323

Output
LUMO energy, eV: -3.244
Electronic energy, hartree: -1459.50235
Kohn-Sham gap, eV: 5.60
HOMO level, eV: -8.84
Max |F|, eV/A: 5.066